Entry 1:
6
Properties=species:S:1:pos:R:3:forces:R:3 method="wB97M-V/def2-TZVPD" energy_ev=-4159.7199 smiles=O.O gap_ev=11.60 relative_energy_kj_mol=21.1
O 0.50652 1.54378 0.22225 -1.04 1.27 1.30
H 0.15001 0.66036 0.31876 0.04 -0.41 -0.49
H -0.09748 2.06866 0.81359 1.04 -0.54 -0.93
O 0.03339 -1.10728 -0.55376 -0.32 -0.69 0.98
H -0.48650 -1.67199 -1.14110 0.09 0.19 0.09
H -0.10593 -1.49352 0.34026 0.19 0.19 -0.95

---

Entry 2:
28
Properties=species:S:1:pos:R:3:forces:R:3 method="wB97M-V/def2-TZVPD" energy_ev=-18714.8725 charge=+2 spin_multiplicity=2 gap_ev="10.79 / 2.28" relative_energy_kj_mol=38.7
O 0.13224 0.83752 -3.28725 -0.19 0.32 -0.38
H 0.17629 0.99806 -4.24439 0.12 0.39 0.19
H -0.07821 -0.09319 -3.27785 -0.05 -0.61 0.28
O -1.48125 2.54291 -1.25938 0.02 0.25 -0.29
H 0.45139 0.58803 1.94890 0.37 0.66 -0.45
O -2.03153 -0.39601 -0.49030 0.74 0.69 -0.86
H -2.91993 -0.21529 -0.82385 -0.12 -0.56 0.54
H -1.85690 -1.21577 -0.03724 -0.93 -0.53 -0.01
O 2.85617 2.44853 -0.08799 -0.60 0.11 -0.12
H 3.58031 3.00616 0.22319 -0.07 -0.01 -0.07
H 2.19887 3.06189 -0.47031 0.64 -0.37 0.22
O -0.60611 0.93367 1.16864 -0.50 0.95 -1.66
H -1.08680 0.52996 0.38157 0.05 -0.56 1.07
H -0.46225 1.78445 0.69072 0.26 0.00 1.05
O 1.48618 0.62359 2.30159 0.20 -1.56 0.00
H 1.60445 -0.01470 3.02466 -0.19 0.45 0.78
H 1.96145 0.06883 1.59431 -0.12 0.33 -0.30
O -1.96451 -3.39319 -1.06392 -0.08 0.66 0.17
H -2.05828 -2.57577 -1.58757 -0.10 -0.20 -0.05
H -1.47138 -3.98648 -1.64241 0.23 -0.52 -0.15
O 2.38811 -0.90080 0.30659 0.11 1.68 0.23
H 3.16883 -1.44336 0.41223 0.38 -0.54 0.07
H 2.77059 -0.02867 0.04375 -0.23 -0.57 -0.50
O -0.76098 -2.84239 2.73030 -0.97 -0.18 -0.39
H -1.41718 -3.53897 2.95764 0.57 -0.29 0.32
H -1.36475 -2.22008 2.28493 0.27 0.37 0.08
H -1.31712 1.95711 -2.01273 0.27 -0.32 -0.20
H -1.60937 3.40514 -1.69558 -0.05 -0.05 0.41

---

Entry 3:
13
Properties=species:S:1:pos:R:3:forces:R:3 method="wB97M-V/def2-TZVPD" energy_ev=-6785.8227 smiles="C#CC/N=C/C" gap_ev=10.99 relative_energy_kj_mol=259.5
C 2.84368 -0.16906 -0.00954 -0.30 0.34 -0.16
C 1.90532 0.53647 -0.27503 0.51 -0.19 0.01
C 0.67228 1.31184 -0.49111 0.14 0.14 -0.10
N -0.27607 0.74720 0.45554 -0.19 -0.40 -0.16
C -1.13009 -0.05782 -0.01817 0.22 0.01 0.15
C -1.78246 -1.05478 0.88344 -0.07 0.01 0.09
H 3.68536 -0.77949 0.23292 -0.14 0.11 -0.08
H 0.85539 2.36830 -0.27417 -0.03 -0.12 -0.01
H 0.35001 1.21726 -1.54228 0.04 0.04 0.17
H -1.30279 -0.15303 -1.10403 0.12 -0.02 0.14
H -1.29823 -0.98099 1.85938 -0.22 -0.04 -0.06
H -2.86551 -0.95458 0.98656 0.06 0.04 -0.10
H -1.57078 -2.04491 0.46097 -0.13 0.08 0.12

---

Entry 4:
18
Properties=species:S:1:pos:R:3:forces:R:3 method="wB97M-V/def2-TZVPD" energy_ev=-12393.0486 gap_ev=9.45 relative_energy_kj_mol=355.7
C -0.22549 -0.96040 1.07237 -1.45 1.38 0.05
N 0.92296 -1.03715 1.92276 0.14 0.21 -0.03
O -0.48921 -2.10762 0.30240 0.11 -0.02 -0.53
H -0.01829 -2.00999 -0.54332 -0.16 -0.07 0.17
H 0.84267 -1.82920 2.55404 0.00 0.08 -0.11
H 1.77280 -1.15631 1.38232 0.00 0.05 0.06
H -1.10783 -0.81449 1.71169 0.07 -0.47 0.29
H -0.60610 0.17983 0.48113 1.45 -2.61 1.38
C -1.68873 1.15853 -1.37724 -0.05 -0.03 -0.06
C 0.68721 0.37638 -0.64226 -0.86 1.84 -1.85
N 1.71547 1.04016 -0.05417 -0.73 -0.43 0.15
O -0.68635 1.25623 -0.36326 1.45 -0.18 -1.07
O 0.73886 -0.35542 -1.59778 -0.32 0.30 1.28
H 2.54943 1.14196 -0.61345 -0.09 -0.11 0.24
H 1.48857 1.70869 0.66473 0.14 0.00 -0.16
H -1.72861 2.08926 -1.94619 0.02 -0.04 0.03
H -1.51636 0.32699 -2.06587 0.20 0.03 0.15
H -2.65100 0.99255 -0.88790 0.08 0.06 0.01

---

Entry 5:
128
Properties=species:S:1:pos:R:3:forces:R:3 method="wB97M-V/def2-TZVPD" energy_ev=-904241.6085 gap_ev=7.24
C -4.95188 -3.89168 17.93752 1.63 -0.02 3.16
C -4.16805 -4.77592 18.74826 -0.91 0.72 -0.39
C -4.02848 -4.58535 20.11166 -1.16 1.61 0.62
C -4.69766 -3.49733 20.78271 -0.53 -0.05 -2.97
C -5.41389 -2.57748 19.96895 0.90 -0.62 -0.11
C -5.46597 -2.77266 18.56795 -0.11 0.04 0.27
N -4.70651 -3.41774 22.24027 -1.28 2.18 -0.23
O -5.29154 -2.44643 22.77626 0.98 -1.66 -0.89
O -4.17163 -4.31400 22.82048 0.48 -0.69 0.97
H -5.00728 -3.98140 16.90034 -0.19 -0.40 -1.45
H -3.69280 -5.64217 18.32381 0.15 -0.11 -0.24
H -3.41217 -5.22871 20.68938 0.28 -0.58 0.38
H -5.90017 -1.67948 20.32814 0.07 -0.22 0.49
H -5.97214 -2.04406 17.93338 -0.02 -0.03 0.43
C -5.21593 -6.75444 25.37428 -0.39 -1.91 0.01
C -6.01432 -7.82387 25.80134 0.63 1.17 0.30
C -5.47614 -9.10892 25.77925 -2.49 0.65 0.52
C -4.29305 -9.33042 25.19035 2.23 0.27 -1.16
C -3.50426 -8.27936 24.62524 -1.29 -0.96 1.55
C -3.96528 -6.99474 24.81571 -0.45 0.00 -0.34
N -3.78215 -10.72766 25.14727 0.80 0.23 -0.76
O -4.31848 -11.57452 25.81545 -0.51 -0.04 0.40
O -2.82446 -10.95009 24.41933 -0.24 0.33 0.13
H -5.55817 -5.76397 25.41088 -0.53 1.20 0.19
H -6.99765 -7.63486 26.24770 0.41 -0.15 -0.26
H -6.13304 -9.86092 26.17990 0.42 -0.62 0.01
H -2.56010 -8.50736 24.20917 0.72 -0.18 -0.49
H -3.45794 -6.11860 24.46714 0.62 0.06 -0.22
C -9.77338 -2.98404 21.92415 -2.74 -0.06 -2.94
C -10.93304 -3.72146 22.23696 0.98 0.73 0.18
C -11.02283 -4.28992 23.46342 0.00 -0.34 0.96
C -9.96823 -4.12359 24.37692 -0.91 -0.63 -0.49
C -8.85527 -3.41086 24.03105 1.88 0.20 -0.32
C -8.72644 -2.84340 22.73911 0.26 0.03 1.60
N -10.01585 -4.87574 25.66876 -1.15 0.39 -1.25
O -9.00250 -4.89549 26.28923 1.38 -0.24 1.07
O -11.05423 -5.43513 26.01089 0.28 0.41 -0.50
H -9.82365 -2.54686 20.90904 0.54 -0.06 0.71
H -11.74426 -3.80406 21.54507 -0.23 -0.08 -0.34
H -11.89689 -4.85325 23.71187 -0.26 -0.33 0.39
H -7.97195 -3.37172 24.66682 -0.44 0.03 0.21
H -7.89076 -2.25877 22.37866 0.30 -0.21 0.53
C -15.16609 -7.19443 20.97890 1.24 -0.68 -0.55
Br -14.83286 -5.38069 20.49901 -0.13 0.72 0.16
Br -16.89522 -7.81419 20.56442 -0.75 -0.09 -0.68
Br -14.91017 -7.58992 22.84508 0.59 0.22 0.03
H -14.40729 -7.69157 20.32558 -0.87 -0.12 1.06
C -8.26744 1.17760 20.79658 -0.06 0.65 0.09
Br -8.49369 -0.25177 19.50435 0.46 0.35 0.18
Br -7.39608 2.80213 20.04560 -0.54 -1.02 0.25
Br -7.35598 0.60711 22.39030 0.11 -0.03 -0.21
H -9.26519 1.47179 21.13410 0.33 -0.01 -0.38
C -10.49469 -5.26226 29.11252 0.72 -0.24 0.78
Br -9.61306 -6.99760 29.48472 -0.56 0.87 -0.20
Br -9.21080 -3.81266 29.23993 -0.22 -0.28 0.13
Br -12.02957 -4.93209 30.21125 0.14 -0.24 0.36
H -10.88535 -5.28186 28.12387 0.14 -0.25 -0.69
C -9.29678 -3.70542 17.86074 0.06 0.49 -0.51
Br -8.19327 -4.39395 19.24230 -0.29 -0.62 0.24
Br -10.91560 -4.72591 17.50653 0.53 0.26 0.16
Br -8.20221 -3.47662 16.23559 -0.61 -0.02 0.35
H -9.60225 -2.70722 18.18365 -0.13 -0.25 -0.34
C -14.42360 -2.14498 24.54320 -0.28 -0.52 -0.46
C -13.32960 -2.64315 25.50666 -0.60 1.48 -1.98
N -13.24243 -1.89841 26.73189 -1.18 -0.57 0.06
C -14.46279 -1.89443 27.55083 -0.77 -2.02 -1.83
C -14.74713 -3.21820 28.25320 1.05 -0.48 -0.33
C -12.03007 -2.22889 27.39787 1.10 0.52 0.63
C -11.83403 -1.29939 28.58650 -1.54 0.02 0.88
H -15.35560 -2.55184 24.88255 -0.82 -0.20 0.18
H -14.26311 -2.68269 23.57710 -0.01 0.78 0.40
H -14.62314 -1.05921 24.41692 0.79 -0.60 0.06
H -13.47047 -3.72659 25.46388 0.19 -0.37 0.96
H -12.40429 -2.44624 24.97427 0.45 -0.14 0.08
H -14.48488 -1.11297 28.25669 0.14 1.16 0.62
H -15.30317 -1.79827 26.82503 0.53 0.58 0.62
H -14.72669 -4.06296 27.54765 -0.35 0.26 0.11
H -13.99166 -3.46922 28.98012 0.45 0.12 0.26
H -15.65264 -3.19433 28.81215 -1.02 0.00 0.15
H -11.26723 -2.03877 26.62778 0.24 -0.15 0.41
H -11.89302 -3.27758 27.74409 -0.39 0.20 -0.34
H -12.40760 -0.36358 28.41624 0.54 -0.42 0.02
H -10.81232 -1.06123 28.75109 0.89 0.18 0.20
H -12.24656 -1.74289 29.53692 0.44 0.34 -0.86
C -7.25701 -6.67967 21.77556 -0.21 0.15 -0.30
C -6.60821 -8.03219 21.96014 -0.21 0.03 0.54
N -6.47215 -8.70751 20.71181 0.39 0.09 -1.25
C -6.41065 -10.14093 20.87519 -0.25 0.19 0.08
C -7.75396 -10.69187 21.29993 -0.65 0.45 -0.58
C -5.37471 -8.18201 19.92924 0.22 0.98 0.43
C -3.98470 -8.31496 20.54514 0.46 0.00 -0.01
H -8.07316 -6.84044 21.08236 -0.47 0.14 -0.03
H -6.54415 -6.05360 21.22546 -0.10 0.28 0.34
H -7.62904 -6.15053 22.66674 0.36 -0.33 -0.16
H -5.66893 -7.92244 22.47242 0.77 0.09 0.42
H -7.13771 -8.75840 22.53782 -0.88 0.31 0.94
H -6.08915 -10.57956 19.94388 -0.12 -0.14 -0.56
H -5.64353 -10.42613 21.57430 0.57 -0.26 0.73
H -8.00143 -10.54719 22.35681 0.02 0.17 -0.27
H -8.52843 -10.24335 20.63630 0.35 -0.20 0.67
H -7.77903 -11.74228 21.12431 -0.01 -0.97 -0.06
H -5.48935 -7.08058 19.86872 -0.36 -0.56 -0.40
H -5.41566 -8.58225 18.92106 0.04 -0.14 -0.16
H -3.64012 -9.33918 20.72822 -0.20 0.12 0.03
H -3.91564 -7.73244 21.48507 0.10 -0.36 -0.47
H -3.29817 -7.87771 19.81464 0.22 0.03 0.20
C -12.94886 1.32807 19.49967 -0.54 0.13 0.14
C -11.74781 0.43116 19.30188 0.64 0.20 -0.29
N -11.76688 -0.41441 18.10162 -1.39 -1.02 2.26
C -13.02226 -1.20111 18.21703 0.23 -2.33 -1.83
C -13.28538 -2.07550 19.49188 -0.34 1.95 -0.30
C -11.75746 0.37469 16.90472 -0.29 0.19 -1.24
C -11.16931 -0.42322 15.72235 0.25 0.32 0.85
H -12.69287 2.01797 20.28388 -0.19 0.22 0.68
H -13.83832 0.75293 19.75353 0.01 0.11 0.39
H -13.27096 1.97072 18.68280 0.44 -0.16 -0.49
H -10.86070 1.03870 19.17149 0.20 0.35 0.27
H -11.58724 -0.17177 20.22475 -0.14 0.17 -0.68
H -13.00088 -1.95920 17.34500 -0.16 1.22 1.10
H -13.90054 -0.55608 18.05367 0.14 -0.12 -0.03
H -13.64346 -1.40052 20.30981 0.60 -0.66 -0.29
H -12.41561 -2.66015 19.79617 -0.21 -0.02 -0.07
H -14.16367 -2.68169 19.24902 0.37 -0.28 0.03
H -12.76184 0.77654 16.63178 0.24 -0.43 0.14
H -11.19392 1.27691 17.11922 0.45 0.09 -0.19
H -11.46859 -1.44726 15.76682 -0.33 -0.84 0.34
H -11.52337 -0.10587 14.76952 -0.12 0.70 -0.76
H -10.07943 -0.43940 15.73595 0.02 0.20 0.01